(1)
Formula: C4H7NO
Source: OMol25
Level of theory: ωB97M-V/def2-TZVPD

Structure (XYZ):
```
13
C4H7NO ωB97M-V/def2-TZVPD
O 2.536 -0.377 0.275
N 0.498 0.779 0.221
C 0.189 0.342 -1.161
C -1.695 -0.455 0.452
C -0.267 -0.464 -0.025
C 1.854 0.568 0.587
H 0.300 -1.379 0.142
H 2.241 1.389 1.213
H -2.151 0.524 0.280
H 1.025 -0.041 -1.741
H -1.751 -0.674 1.523
H -0.501 1.002 -1.681
H -2.277 -1.214 -0.083
```

## Properties
net charge	0
Kohn-Sham gap	11.091	eV
LUMO	0.039	Eh
HOMO energy	-10.020	eV
SMILES string	C[C@H]1CN1C=O

=====

(2)
Formula: C4H7NO
Source: OMol25
Level of theory: ωB97M-V/def2-TZVPD

Structure (XYZ):
```
13
C4H7NO ωB97M-V/def2-TZVPD
O 0.015 -0.915 -2.767
N 0.083 1.403 0.045
C 0.407 -0.446 -1.724
C 0.448 -0.635 1.414
C -0.468 0.406 -0.876
C -0.507 0.207 0.606
H -0.523 2.219 0.098
H -1.405 0.646 -1.379
H -1.530 0.223 0.979
H 1.409 -0.702 -1.331
H 0.068 -1.640 1.618
H 1.428 -0.710 0.933
H 0.588 -0.114 2.367
```

## Properties
net charge	0
Kohn-Sham gap	10.684	eV
LUMO	0.036	Eh
HOMO energy	-9.714	eV
SMILES string	C[C@H]1N[C@H]1C=O

=====

(3)
Formula: C4H7NO
Source: OMol25
Level of theory: ωB97M-V/def2-TZVPD

Structure (XYZ):
```
13
C4H7NO ωB97M-V/def2-TZVPD
O -2.241 -0.869 0.263
N -0.414 0.736 -1.202
C -0.013 -0.090 -0.070
C -1.066 -0.949 0.546
C 1.407 -0.602 -0.091
C -0.285 1.370 0.093
H 0.588 2.002 0.228
H -0.707 -1.654 1.323
H 1.584 -1.188 -0.998
H -1.402 0.562 -1.392
H 1.627 -1.229 0.781
H 2.113 0.233 -0.093
H -1.191 1.680 0.611
```

## Properties
net charge	0
Kohn-Sham gap	10.855	eV
LUMO	0.034	Eh
HOMO energy	-9.939	eV
SMILES string	C[C@@]1(C=O)CN1

=====

(4)
Formula: C4H7NO
Source: OMol25
Level of theory: ωB97M-V/def2-TZVPD

Structure (XYZ):
```
13
C4H7NO ωB97M-V/def2-TZVPD
O 1.649 1.291 0.065
N 1.212 -1.547 -0.480
C 2.199 -0.958 -0.378
C -0.511 0.401 -0.369
C -1.665 -0.427 0.180
C 0.576 0.896 0.476
H -0.707 1.536 -0.288
H -0.246 0.181 -1.404
H 3.164 -0.514 -0.274
H 0.248 1.035 1.526
H -2.575 -0.170 -0.371
H -1.516 -1.510 0.075
H -1.828 -0.217 1.242
```

## Properties
net charge	0
Kohn-Sham gap	10.881	eV
LUMO	0.038	Eh
HOMO energy	-9.840	eV
SMILES string	CCC=O.C#N

=====

(5)
Formula: C4H7NO
Source: OMol25
Level of theory: ωB97M-V/def2-TZVPD

Structure (XYZ):
```
13
C4H7NO ωB97M-V/def2-TZVPD
O 0.411 -1.757 0.132
N 0.840 1.023 -1.195
C 0.101 0.572 -2.127
C 1.429 1.387 -0.183
C -0.568 -1.160 0.518
C -0.681 -0.460 1.841
H 0.284 -0.459 2.351
H 2.501 1.578 -0.306
H -1.017 0.570 1.680
H -1.435 -0.965 2.457
H -1.469 -1.091 -0.130
H 0.025 -0.503 -2.258
H -0.420 1.264 -2.780
```

## Properties
net charge	0
Kohn-Sham gap	9.404	eV
LUMO	0.038	Eh
HOMO energy	-8.358	eV

=====

(6)
Formula: C4H7NO
Source: OMol25
Level of theory: ωB97M-V/def2-TZVPD

Structure (XYZ):
```
13
C4H7NO ωB97M-V/def2-TZVPD
O 1.909 0.700 0.245
N -1.297 0.519 0.727
C -0.523 1.002 -0.366
C -1.193 -0.467 -0.315
C 0.815 0.271 -0.512
C 0.156 -1.055 -0.113
H -2.079 -0.980 -0.699
H 1.127 0.310 -1.560
H 1.700 0.520 1.171
H -0.582 0.047 1.562
H -0.670 2.022 -0.764
H 0.160 -0.897 1.219
H 0.476 -1.993 -0.595
```

## Properties
net charge	0
Kohn-Sham gap	10.508	eV
LUMO	0.034	Eh
HOMO energy	-9.585	eV

=====

(7)
Formula: C4H7NO
Source: OMol25
Level of theory: ωB97M-V/def2-TZVPD

Structure (XYZ):
```
13
C4H7NO ωB97M-V/def2-TZVPD
O -0.199 1.451 0.087
N 0.787 -0.828 -1.080
C 0.547 -0.712 0.141
C -0.660 -1.474 0.662
C 0.863 0.739 0.680
C -0.246 1.130 -1.209
H 1.809 1.037 0.211
H -1.307 -0.708 1.108
H 0.885 0.944 1.752
H -0.527 -2.300 1.350
H -1.287 1.081 -1.549
H -1.165 -1.821 -0.244
H 0.501 1.460 -1.909
```

## Properties
net charge	0
Kohn-Sham gap (alpha / beta)	9.275 / 7.568	eV
LUMO (alpha / beta)	0.009 / -0.003	Eh
HOMO energy (alpha / beta)	-9.031 / -7.639	eV

=====

(8)
Formula: C4H7NO
Source: OMol25
Level of theory: ωB97M-V/def2-TZVPD

Structure (XYZ):
```
13
C4H7NO ωB97M-V/def2-TZVPD
O 0.020 -1.426 0.519
N 0.074 1.316 -0.996
C -1.145 -0.714 0.133
C 1.142 -0.644 0.157
C 0.698 0.814 0.221
C -0.774 0.760 0.054
H 1.420 -0.898 -0.877
H -1.462 1.476 0.498
H -1.547 -1.132 -0.801
H 1.977 -0.895 0.817
H 1.203 1.523 0.874
H 0.242 0.678 -1.773
H -1.899 -0.860 0.912
```

## Properties
net charge	0
Kohn-Sham gap	10.742	eV
LUMO	0.040	Eh
HOMO energy	-9.657	eV
SMILES string	C1OC[C@H]2N[C@@H]12

=====

(9)
Formula: C4H7NO
Source: OMol25
Level of theory: ωB97M-V/def2-TZVPD

Structure (XYZ):
```
13
C4H7NO ωB97M-V/def2-TZVPD
O 0.567 2.216 0.881
N 0.208 -1.583 0.202
C 1.288 1.609 0.187
C -0.912 -1.097 0.553
C 2.080 0.913 -0.592
C -1.646 -0.113 -0.304
H 2.961 1.371 -1.022
H -2.632 -0.508 -0.577
H 0.556 -2.231 0.910
H -1.403 -1.367 1.499
H -1.074 0.092 -1.212
H 1.814 -0.126 -0.765
H -1.807 0.824 0.242
```

## Properties
net charge	0
Kohn-Sham gap	10.028	eV
LUMO	0.036	Eh
HOMO energy	-9.050	eV
SMILES string	[H]/N=C/C.C=C=O

=====

(10)
Formula: C4H7NO
Source: OMol25
Level of theory: ωB97M-V/def2-TZVPD

Structure (XYZ):
```
13
C4H7NO ωB97M-V/def2-TZVPD
O -3.134 -0.035 0.534
N 0.665 -0.366 1.033
C 0.390 -0.605 -1.297
C -0.114 0.469 1.574
C 1.274 0.041 -0.224
C -2.306 0.515 -0.013
H 2.304 -0.332 -0.269
H 0.621 -1.667 -1.408
H -0.645 -0.526 -0.964
H 1.311 1.137 -0.346
H -0.243 1.502 1.215
H -0.739 0.151 2.409
H 0.439 -0.104 -2.265
```

## Properties
net charge	0
Kohn-Sham gap	10.614	eV
LUMO	0.030	Eh
HOMO energy	-9.801	eV

=====

(11)
Formula: C4H7NO
Source: OMol25
Level of theory: ωB97M-V/def2-TZVPD

Structure (XYZ):
```
13
C4H7NO ωB97M-V/def2-TZVPD
O -0.058 -1.671 0.164
N -2.748 -0.855 -1.693
C 0.105 0.654 -0.193
C -0.787 -0.487 0.121
C -1.996 -0.635 -0.823
C 1.364 0.728 0.666
H -1.133 -0.249 1.106
H 1.096 0.601 1.823
H 0.313 -1.866 -0.687
H 2.121 -0.107 0.429
H 0.438 0.583 -1.228
H 1.776 1.755 0.455
H -0.491 1.549 -0.142
```

## Properties
net charge	0
Kohn-Sham gap	12.111	eV
LUMO	0.027	Eh
HOMO energy	-11.378	eV
SMILES string	CC[C@H](O)C#N

=====

(12)
Formula: C4H7NO
Source: OMol25
Level of theory: ωB97M-V/def2-TZVPD

Structure (XYZ):
```
13
C4H7NO ωB97M-V/def2-TZVPD
O -0.967 -1.057 -2.505
N -0.166 0.004 -0.651
C 0.260 0.709 0.537
C 0.252 -0.036 1.852
C -1.127 -0.545 -1.272
C 1.212 0.314 -0.563
H -2.121 -0.654 -0.852
H 1.490 1.109 -1.262
H 0.940 0.455 2.548
H -0.745 -0.051 2.311
H -0.179 1.713 0.586
H 0.601 -1.062 1.697
H -0.014 -1.073 -2.692
```

## Properties
net charge	0
Kohn-Sham gap	8.157	eV
LUMO	0.032	Eh
HOMO energy	-7.288	eV

=====

(13)
Formula: C4H7NO
Source: OMol25
Level of theory: ωB97M-V/def2-TZVPD

Structure (XYZ):
```
13
C4H7NO ωB97M-V/def2-TZVPD
O 0.234 3.931 -2.119
N -0.382 0.113 -1.329
C -1.248 -1.820 -0.704
C 0.000 0.000 0.000
C -0.517 -1.200 0.377
C -1.080 -1.007 -1.774
H -1.429 -1.155 -2.796
H -0.339 4.652 -2.465
H -1.715 -2.805 -0.693
H -0.070 0.928 -1.863
H -0.464 -1.509 1.421
H 1.079 4.026 -2.614
H 0.436 0.821 0.569
```

## Properties
net charge	0
Kohn-Sham gap	8.893	eV
LUMO	0.023	Eh
HOMO energy	-8.280	eV
SMILES string	c1cc[nH]c1.O

=====

(14)
Formula: C4H7NO
Source: OMol25
Level of theory: ωB97M-V/def2-TZVPD

Structure (XYZ):
```
13
C4H7NO ωB97M-V/def2-TZVPD
O -0.427 -2.305 -0.204
N -0.078 -0.020 -0.005
C -0.833 -1.212 0.086
C -0.617 1.148 0.698
C 1.382 -0.158 -0.271
C 0.631 0.383 -1.427
H -1.858 -1.020 0.445
H 1.957 0.524 0.358
H 0.368 -0.478 -2.064
H 1.703 -1.198 -0.190
H 0.149 1.922 0.697
H -0.892 0.891 1.727
H -1.485 1.523 0.150
```

## Properties
net charge	0
Kohn-Sham gap	8.617	eV
LUMO	0.025	Eh
HOMO energy	-7.937	eV

=====

(15)
Formula: C4H7NO
Source: OMol25
Level of theory: ωB97M-V/def2-TZVPD

Structure (XYZ):
```
13
C4H7NO ωB97M-V/def2-TZVPD
O -1.589 0.315 0.531
N -2.934 -0.451 -1.487
C -2.397 -0.628 -2.526
C 1.859 0.376 0.071
C 0.706 0.174 1.050
C -0.526 -0.252 0.346
H 0.466 1.076 1.622
H -2.556 -0.147 -0.504
H 1.625 1.171 -0.642
H -0.442 -1.121 -0.339
H 0.953 -0.632 1.750
H 2.077 -0.537 -0.496
H 2.757 0.654 0.624
```

## Properties
net charge	0
Kohn-Sham gap	10.944	eV
LUMO	0.007	Eh
HOMO energy	-10.749	eV

=====

(16)
Formula: C4H7NO
Source: OMol25
Level of theory: ωB97M-V/def2-TZVPD

Structure (XYZ):
```
13
C4H7NO ωB97M-V/def2-TZVPD
O -1.715 -0.034 1.226
N 1.185 -0.068 0.833
C 0.285 -0.949 0.062
C 0.978 0.176 -0.604
C -1.046 -0.207 0.013
C -0.301 1.002 -0.669
H 2.070 -0.557 0.956
H -1.754 -0.666 -0.684
H 1.803 0.144 -1.309
H -1.031 0.046 1.907
H -0.672 1.207 -1.678
H -0.257 1.926 -0.088
H 0.454 -2.020 0.035
```

## Properties
net charge	0
Kohn-Sham gap	10.445	eV
LUMO	0.038	Eh
HOMO energy	-9.401	eV
SMILES string	O[C@H]1C[C@H]2N[C@@H]12

=====

(17)
Formula: C4H7NO
Source: OMol25
Level of theory: ωB97M-V/def2-TZVPD

Structure (XYZ):
```
13
C4H7NO ωB97M-V/def2-TZVPD
O -2.363 -0.351 1.103
N -1.498 -1.089 0.285
C 0.319 0.786 0.572
C -0.484 -0.374 -0.045
C 0.592 -0.599 -1.041
C 1.476 0.484 -0.420
H 0.958 -1.577 -1.405
H 1.784 1.294 -1.090
H -3.098 -0.966 1.232
H 2.382 0.111 0.080
H -0.557 0.086 -1.461
H 0.549 0.518 1.608
H -0.115 1.784 0.541
```

## Properties
net charge	0
Kohn-Sham gap	9.190	eV
LUMO	0.035	Eh
HOMO energy	-8.247	eV

=====

(18)
Formula: C4H7NO2
Source: OMol25
Level of theory: ωB97M-V/def2-TZVPD

Structure (XYZ):
```
14
C4H7NO2 ωB97M-V/def2-TZVPD
O 1.909 -0.591 0.645
O -1.681 1.479 0.791
N -0.521 1.240 0.536
C 2.210 0.596 -0.071
C 1.117 -0.286 -0.494
C -0.310 0.063 -0.273
C -1.326 -0.669 -0.738
H -2.223 -0.994 1.359
H 1.283 -0.940 -1.351
H -1.159 -1.643 -1.188
H 3.139 0.585 -0.638
H -2.347 -0.310 -0.671
H -2.356 -0.291 1.568
H 1.976 1.518 0.456
```

## Properties
net charge	0
Kohn-Sham gap (alpha / beta)	8.455 / 8.456	eV
LUMO (alpha / beta)	-0.033 / -0.033	Eh
HOMO energy (alpha / beta)	-9.362 / -9.363	eV
SMILES string	C=C(N=O)[C@H]1CO1.[H][H]

=====

What F_max values result from the calculations? In sequence: 0.6, 0.4, 0.5, 1.8, 0.6, 3.9, 1.8, 0.4, 1.0, 1.5, 2.7, 0.5, 1.9, 0.7, 1.4, 0.4, 3.9, 0.6 eV/A.
What electronic energy values result from the calculations? In sequence: -7797.7871, -7797.6204, -7797.7996, -7796.8740, -7795.8569, -7794.9302, -7794.1056, -7797.3420, -7797.5689, -7797.5960, -7797.9785, -7795.3406, -7798.5366, -7795.2302, -7797.2554, -7797.0098, -7794.1884, -9841.0175 eV.